(1)
Here is a cluster of 2 separate species, C7H15NO in total in a non-equilibrium geometry from the OMol25 dataset. Energies are from ωB97M-V/def2-TZVPD.

```
24
Properties=species:S:1:pos:R:3:mulliken_charge:R:1
O 0.2770 -1.8826 0.5839 -0.562
N -0.4789 1.3318 -0.8408 -0.470
C -0.9359 0.1134 -0.2203 1.456
C 0.2909 -0.9916 -0.2343 0.551
C 1.8303 0.7516 2.0730 -0.666
C -1.3050 0.3400 1.2287 -1.390
C 2.1977 0.4622 0.8194 -0.450
C -2.0995 -0.5380 -0.9840 -1.766
C 0.9760 -1.1450 -1.5739 -1.456
H -2.9914 0.0841 -0.8928 0.411
H 2.1901 1.2326 0.0616 0.231
H -0.9286 2.1612 -0.4742 0.222
H 0.2658 -1.3752 -2.3634 0.358
H -0.3792 0.5147 1.8088 0.125
H -1.8008 -0.5368 1.6417 0.302
H 1.4316 1.7175 2.3408 0.346
H 1.7058 -1.9510 -1.5233 0.384
H -2.3118 -1.5259 -0.5813 0.374
H 2.7984 -0.4135 0.6209 0.297
H 1.4838 -0.2160 -1.8201 0.367
H -1.9430 1.2126 1.3392 0.488
H -1.8682 -0.6438 -2.0436 0.355
H -0.3791 1.2480 -1.8455 0.221
H 1.9742 0.0497 2.8794 0.273
```

Max |F| = 3.4 eV/Å
SMILES string = CC(=O)C(C)(C)N.C=C
HOMO = -8.5434 eV
Orbital gap = 9.48 eV
Energy above the lowest of the compared OMol25 structures with the same formula, charge and spin = 52.2 kcal per mole


(2)
Here is a structure of composition C5H4O2 in a non-equilibrium geometry from the OMol25 dataset. Energies are from ωB97M-V/def2-TZVPD.

```
11
Properties=species:S:1:pos:R:3:mulliken_charge:R:1
O 2.0059 1.4169 0.9190 -0.497
O -0.4010 2.5987 -0.4542 -0.344
C -0.1581 -1.1394 -0.2265 0.041
C 1.1657 0.7167 0.4194 0.569
C 1.0262 -0.7130 0.2777 -0.561
C -0.1833 1.4536 -0.2827 0.285
C -1.2975 -0.2476 -0.2363 -0.839
H -2.1458 -0.6908 -0.7942 0.318
H -1.6825 0.0844 0.7178 0.293
H 1.8803 -1.3724 0.3904 0.376
H -0.2099 -2.1071 -0.7305 0.358
```

Max |F| = 2.3 eV/Å
HOMO = -8.7867 eV
Orbital gap = 8.12 eV
Energy above the lowest of the compared OMol25 structures with the same formula, charge and spin = 54.5 kcal per mole


(3)
Here is a structure of composition C5H6CuN2O4Te from the OMol25 dataset. Energies are from ωB97M-V/def2-TZVPD.

```
19
Properties=species:S:1:pos:R:3:mulliken_spin:R:1
Te -2.6241 -0.9278 -2.3699 0.963
Cu -0.3377 -1.1621 -1.1895 0.022
O 0.0603 1.6520 2.1809 0.001
O -0.3785 -4.1461 -1.0652 -0.003
O 3.3493 -1.6628 0.5955 0.000
O 1.6781 -1.7751 -0.8786 -0.003
N -0.9458 2.2407 -1.0237 0.007
N 0.1781 0.0460 0.5180 0.005
C -0.1011 -3.4168 -1.8902 0.002
C 2.2051 -1.3706 0.2069 0.003
C -0.2940 1.1276 1.0941 -0.005
C -1.4139 1.8258 0.3033 0.015
C 1.3069 -0.5845 1.1695 -0.002
H -0.0099 2.6214 -0.9538 0.001
H 0.9634 -1.3329 1.9057 0.001
H -1.7509 2.6648 0.9254 -0.003
H -1.5526 2.9438 -1.4273 -0.003
H -2.2471 1.1288 0.1671 0.000
H 1.9144 0.1278 1.7317 -0.001
```

Max |F| = 0.8 eV/Å
Charge = -2
HOMO (spin up / spin down) = -0.8375 / -0.5854 eV
Orbital gap (spin up / spin down) = 5.59 / 5.33 eV
Energy above the lowest of the compared OMol25 structures with the same formula, charge and spin = 0.0 kcal per mole
2S+1 = 2


Please write out number 3 again, unchanged.
Here is a structure of composition C5H6CuN2O4Te from the OMol25 dataset. Energies are from ωB97M-V/def2-TZVPD.

```
19
Properties=species:S:1:pos:R:3:mulliken_spin:R:1
Te -2.6241 -0.9278 -2.3699 0.963
Cu -0.3377 -1.1621 -1.1895 0.022
O 0.0603 1.6520 2.1809 0.001
O -0.3785 -4.1461 -1.0652 -0.003
O 3.3493 -1.6628 0.5955 0.000
O 1.6781 -1.7751 -0.8786 -0.003
N -0.9458 2.2407 -1.0237 0.007
N 0.1781 0.0460 0.5180 0.005
C -0.1011 -3.4168 -1.8902 0.002
C 2.2051 -1.3706 0.2069 0.003
C -0.2940 1.1276 1.0941 -0.005
C -1.4139 1.8258 0.3033 0.015
C 1.3069 -0.5845 1.1695 -0.002
H -0.0099 2.6214 -0.9538 0.001
H 0.9634 -1.3329 1.9057 0.001
H -1.7509 2.6648 0.9254 -0.003
H -1.5526 2.9438 -1.4273 -0.003
H -2.2471 1.1288 0.1671 0.000
H 1.9144 0.1278 1.7317 -0.001
```

Max |F| = 0.8 eV/Å
Charge = -2
HOMO (spin up / spin down) = -0.8375 / -0.5854 eV
Orbital gap (spin up / spin down) = 5.59 / 5.33 eV
Energy above the lowest of the compared OMol25 structures with the same formula, charge and spin = 0.0 kcal per mole
2S+1 = 2